# 1
ORCA calculation (ωB97M-V/def2-TZVPD) on a structure of composition C16H19N4O2.

Structure (XYZ):
```
41
Properties=species:S:1:pos:R:3:forces:R:3:lowdin_charge:R:1
C -1.0748 2.3617 -3.3036 -2.267 -1.537 -2.388 -0.03
C -1.7880 1.6241 -2.3843 7.397 5.184 2.657 -0.04
N -1.5018 1.7532 -1.0047 0.877 1.318 -1.839 0.11
C -0.5343 2.6263 -0.7708 1.908 -0.480 -0.979 -0.24
N 0.3843 3.2191 -1.7862 0.034 0.146 10.743 0.16
C -0.0050 3.1886 -2.9246 -2.843 -2.412 -4.565 -0.21
H 0.5800 3.7151 -3.5742 1.258 1.209 -2.358 0.10
N -0.2465 2.9283 0.5702 -7.231 -3.944 -0.549 -0.09
H 0.8171 0.9075 0.3527 2.074 0.813 1.463 0.20
C 0.8760 3.3908 1.0344 2.941 1.182 8.115 -0.25
C 1.9437 2.3426 1.4756 2.808 -0.359 -5.440 -0.06
N 1.2470 1.1015 1.3503 -2.789 -4.992 -2.823 -0.13
C -0.0226 1.0736 2.0154 -1.819 1.102 7.837 -0.18
C -1.0539 2.0880 1.6710 -0.626 2.013 -5.417 -0.04
H -1.7406 1.5680 0.9787 -0.410 0.515 0.929 0.09
H -1.6327 2.8117 2.3520 1.582 -1.400 -0.508 0.17
H 0.1945 1.4409 3.0644 0.589 -0.631 -0.455 0.16
H -0.5934 0.1724 2.3477 1.349 -0.261 -1.438 0.16
C 2.0449 -0.3056 1.6836 -4.025 1.406 -15.213 0.08
C 1.0914 -1.4057 1.3013 6.200 5.751 -5.912 -0.32
C 0.8484 -2.3225 2.1203 -3.792 -5.051 9.618 -0.09
C -0.0625 -3.3650 1.9588 1.625 0.524 -5.045 0.07
C -0.2739 -3.6510 0.6208 -2.490 1.756 -3.778 -0.11
C 0.0005 -2.6650 -0.3668 5.305 1.374 -2.709 0.08
C 1.1519 -1.6213 -0.0875 -8.339 -6.036 1.474 0.14
H 1.2090 -1.0246 -0.8828 1.331 2.865 -2.822 0.07
O -0.3719 -3.1725 -1.8617 2.365 2.085 6.987 0.00
C -0.8806 -4.3923 -1.3497 -4.520 -0.850 -9.889 -0.38
O -1.0765 -4.5857 -0.1007 1.960 -0.143 7.793 0.07
H -0.5500 -5.2056 -2.0467 1.021 0.023 1.485 0.16
H -1.9236 -4.2830 -1.7548 0.159 -0.604 0.089 0.15
H -0.1643 -4.1965 2.4852 -0.643 -2.865 3.631 0.09
H 1.0247 -2.2350 3.2512 0.418 0.471 -1.722 0.17
H 2.1698 -0.2097 2.5334 3.100 1.314 14.736 0.00
H 2.8318 -0.1034 0.9518 0.515 -0.823 0.789 0.15
H 2.4617 2.3476 2.4435 -0.224 0.588 -0.421 0.14
H 2.7630 2.1791 0.4207 -1.766 0.912 3.617 0.23
H 1.0401 4.1475 0.4573 3.244 4.286 -3.733 0.07
H 0.7096 3.9962 2.0525 -0.187 -1.125 -1.724 0.18
H -2.6498 1.2741 -2.5197 -6.516 -3.795 -1.753 0.04
H -1.3719 2.2351 -4.3921 0.423 0.475 1.517 0.13
```
Forces are in eV/Å.

ΔE to the lowest compared entry with this formula, charge and spin in kcal/mol: 278.20
Multiplicity: 1
Total energy in hartree: -989.8739
Charge: +1

# 2
ORCA calculation (ωB97M-V/def2-TZVPD) on a structure of composition C16H19N4OPdS2.

Structure (XYZ):
```
43
Properties=species:S:1:pos:R:3:forces:R:3:lowdin_charge:R:1
Pd -0.2537 -0.1604 -0.4231 0.340 0.092 -0.217 0.81
C -4.8845 -2.4338 0.7502 0.010 -0.043 -0.014 -0.42
S -3.8448 -3.2276 -0.4890 -0.147 -0.082 0.049 0.89
C -2.6565 -2.0193 -0.8640 -0.113 0.339 0.099 -1.07
S -2.5558 -0.5197 0.0497 -0.277 -0.273 0.042 0.63
N -1.9167 -2.3133 -1.8850 0.444 0.056 0.115 -0.07
N -0.9039 -1.3982 -2.0481 -0.664 -0.317 0.827 -0.15
C -0.5630 -1.0675 -3.2091 0.566 0.576 -1.074 -0.05
C 0.4121 0.0428 -3.3426 -0.289 -0.338 -0.013 -0.25
C 0.9520 0.3921 -4.5607 0.120 -0.004 -0.452 0.00
C 1.8019 1.4877 -4.6314 -0.002 -0.085 -0.236 -0.03
C 2.0920 2.1941 -3.4797 0.128 0.131 0.019 -0.03
C 1.5203 1.7761 -2.2925 -0.061 -0.174 0.022 -0.11
N 0.6948 0.7315 -2.2271 -0.027 0.442 0.009 0.01
H -5.5522 -3.2198 1.1016 -0.009 0.035 -0.043 0.04
H -5.4681 -1.6298 0.3097 -0.010 0.013 0.035 0.04
H -4.2965 -2.0700 1.5873 0.015 0.008 0.021 0.01
H -1.0319 -1.5215 -4.0773 0.101 0.010 -0.079 0.14
H 0.7034 -0.1906 -5.4427 0.051 0.120 0.095 0.13
H 2.2327 1.7859 -5.5803 -0.043 -0.039 0.064 0.12
H 2.7461 3.0572 -3.4947 -0.054 -0.081 0.005 0.12
H 1.7253 2.2847 -1.3593 -0.044 0.032 0.028 0.11
O 0.1207 -2.0553 0.7080 -0.111 -0.386 0.718 -0.18
C 0.1024 -1.8902 2.1344 0.039 0.032 0.191 -0.23
C 1.4539 -1.4953 2.7011 0.048 0.001 0.028 -0.15
C 2.1128 -0.3734 1.8969 0.014 0.169 0.320 -0.14
C 1.4034 0.9410 2.0413 -0.181 0.128 -0.207 -0.26
C 1.6912 1.8180 3.0798 0.132 -0.028 0.078 0.00
C 1.0307 3.0293 3.1568 0.015 0.120 0.099 -0.03
C 0.0760 3.3442 2.1987 -0.028 0.156 0.125 -0.04
C -0.1848 2.4218 1.2126 0.184 -0.356 0.089 -0.12
N 0.4617 1.2426 1.1276 0.000 0.221 0.205 0.00
H 0.6886 -2.7913 0.4639 0.063 -0.103 -0.168 0.12
H -0.2668 -2.7875 2.6241 -0.065 -0.172 -0.069 0.13
H -0.6244 -1.1037 2.3031 -0.174 0.101 0.034 0.09
H 2.1314 -2.3518 2.7280 -0.043 -0.041 -0.020 0.12
H 1.2932 -1.1805 3.7381 0.095 -0.066 -0.056 0.13
H 2.0992 -0.6392 0.8505 0.147 -0.122 -0.402 0.09
H 3.1580 -0.2717 2.1884 -0.031 0.076 0.080 0.13
H 2.4454 1.5452 3.8123 -0.093 0.051 -0.111 0.13
H 1.2608 3.7289 3.9535 -0.030 -0.079 -0.070 0.12
H -0.4658 4.2836 2.2229 0.081 -0.136 -0.007 0.12
H -0.9407 2.6048 0.4659 -0.098 0.016 -0.158 0.11
```
Forces are in eV/Å.

ΔE to the lowest compared entry with this formula, charge and spin in kcal/mol: 2.89
Multiplicity: 3
Total energy in hartree: -1839.3749
Charge: +1

# 3
ORCA calculation (ωB97M-V/def2-TZVPD) on a structure of composition C16H19N5O2S3.

Structure (XYZ):
```
45
Properties=species:S:1:pos:R:3:forces:R:3:lowdin_charge:R:1
C -5.2408 -1.4555 -0.3604 -4.758 -4.856 0.582 -0.15
C -4.4342 -1.7108 0.8807 -4.457 -0.679 4.144 -0.27
C -2.9320 -1.8760 0.7059 -9.883 -13.282 2.219 -0.39
H -2.8806 -2.8328 0.0172 0.203 1.777 0.308 0.17
H -2.6542 -2.4286 1.5513 1.345 0.288 1.901 0.12
C -2.3806 -0.8283 0.2690 5.000 13.297 -3.024 -0.31
C -0.9613 -1.1352 0.3460 1.937 1.625 -1.912 -0.63
N -0.0197 -0.4291 0.8072 -0.507 2.957 3.798 0.01
N 1.1976 -0.8380 0.6485 3.019 1.807 1.555 0.01
C 1.4078 -1.8048 -0.1854 -14.487 6.456 5.305 -0.74
N 2.4459 -2.1791 -0.5752 12.060 -10.515 -10.831 0.09
C 3.7148 -2.2210 -0.2488 7.232 -4.309 1.166 -0.28
O 4.6465 -3.2341 -0.7726 -6.292 6.450 2.637 -0.14
C 4.1581 -1.2238 0.9560 -4.682 -1.731 -2.436 -0.48
H 4.6520 -1.8196 1.6094 1.226 -2.097 2.318 0.03
H 3.1856 -0.8168 1.4051 1.683 0.026 -0.615 0.10
S 5.3827 -0.2692 0.3223 0.925 3.319 -2.104 0.96
C 4.3953 0.5010 -1.0775 4.095 4.631 4.053 -0.39
C 3.2240 1.2746 -0.8582 -6.761 1.163 1.661 -0.20
C 2.9119 1.9867 0.4309 -2.447 -2.858 -8.415 0.07
C 1.6319 2.5234 0.5488 2.522 6.246 11.745 -0.29
O 1.3141 3.3398 1.7377 1.693 -3.971 -6.009 -0.17
N 0.6569 2.3175 -0.2602 -1.512 -1.305 -2.463 -0.01
C 0.9009 1.4793 -1.2231 4.651 -2.758 -8.695 -0.55
N 2.1127 1.0740 -1.9067 0.795 1.444 7.222 0.08
S -0.3307 1.2277 -2.4371 0.002 -0.280 1.434 1.08
C -1.3581 1.9714 -1.3281 0.030 5.284 2.960 -0.39
C -0.6293 2.7614 -0.3007 -4.807 -3.416 -0.045 -0.25
C -1.2920 3.3649 0.9654 2.422 3.778 -4.118 -0.03
H -1.0253 2.8330 1.8639 -0.346 0.031 0.165 0.07
H -0.6788 4.4627 0.8841 -1.986 -2.755 1.171 0.16
H -2.3046 3.5515 0.5691 0.043 -0.239 1.212 0.07
H -2.3732 2.3678 -1.5142 0.494 -0.940 -0.072 0.09
H 3.7328 2.0059 0.9712 3.043 0.757 3.569 0.05
H 5.0657 1.2450 -1.5736 0.438 -0.083 0.807 0.13
H 4.3307 -0.0310 -1.8603 -1.057 -5.106 -5.276 0.01
H 2.4065 -3.0476 -1.5124 0.032 3.096 3.406 0.32
S -0.1716 -2.1718 -0.6570 -1.000 -5.431 -4.073 1.16
H -2.6870 -0.4475 -0.7716 0.458 -0.805 1.319 0.15
H -2.6115 0.2397 0.9723 0.873 -3.060 -1.713 0.23
H -4.6570 -0.9196 1.7021 0.779 -0.270 -1.768 0.12
H -5.1787 -2.4973 1.6065 2.899 0.992 -2.386 0.18
H -6.4628 -1.4190 -0.2612 3.076 0.159 0.422 0.14
H -4.9999 -0.6743 -0.8815 1.477 5.175 -2.501 -0.02
H -5.2103 -2.2163 -1.2048 0.530 -0.013 1.378 0.09
```
Forces are in eV/Å.

ΔE to the lowest compared entry with this formula, charge and spin in kcal/mol: 397.83
Multiplicity: 1
Total energy in hartree: -2239.3200

# 4
ORCA calculation (ωB97M-V/def2-TZVPD) on the molecule C16H19N7O.

Structure (XYZ):
```
43
Properties=species:S:1:pos:R:3:forces:R:3:lowdin_charge:R:1
N -0.1463 -4.7075 -3.0567 0.245 1.889 0.690 0.17
C -0.1415 -3.6277 -2.6233 -0.575 -2.237 -0.605 -0.11
C -0.3229 -2.3097 -2.0618 -0.333 1.080 1.872 -0.32
N -1.2404 -2.1348 -1.0880 -0.340 -2.419 -1.697 0.20
C -1.3618 -0.8973 -0.6742 -0.512 0.010 1.386 -0.46
N -2.3613 -0.4918 0.1484 -1.110 -1.460 1.640 0.09
C -3.0964 -1.4791 1.0159 0.612 0.479 0.494 -0.10
C -2.1814 -2.0748 2.1098 0.013 0.879 1.857 -0.30
O -2.9684 -2.7888 3.1243 -0.343 0.523 -1.708 -0.03
C -1.3985 -0.9808 2.8597 0.797 0.380 -0.222 -0.18
C 0.0134 -0.9963 2.8798 -0.507 0.687 0.163 -0.02
C 0.7066 0.1052 3.4707 0.255 -1.073 -0.844 -0.09
C 0.0340 1.1705 4.0117 -1.270 0.182 0.193 -0.10
C -1.3898 1.1790 4.0245 0.691 0.430 0.042 -0.08
C -2.0742 0.1224 3.4694 0.280 -0.663 -0.661 -0.05
N -0.5277 0.0526 -0.9310 1.538 2.084 -1.448 0.20
C 0.2941 -0.1926 -1.9510 1.066 3.291 0.175 -0.34
N 1.0073 0.8753 -2.4871 -0.293 -0.720 0.640 -0.03
C 0.8411 2.2521 -1.9280 0.380 -0.429 -1.135 -0.14
C 2.2089 2.8022 -1.5364 0.227 -0.264 -0.039 -0.21
N 3.2782 2.6277 -2.5378 0.183 -0.418 0.388 -0.08
C 3.4350 1.2238 -2.9858 -1.221 0.781 -0.845 -0.19
C 2.0640 0.6923 -3.5214 0.786 0.060 -0.039 -0.13
N 0.4752 -1.3639 -2.4890 0.426 -1.989 -1.777 0.18
H -2.0502 0.3464 0.6442 -0.436 -0.299 -0.220 0.13
H -3.9549 -0.9746 1.4719 0.212 -0.028 -0.146 0.12
H -3.4474 -2.3378 0.4710 -0.244 0.043 -0.713 0.11
H -1.4971 -2.7495 1.6081 0.278 -0.212 0.046 0.13
H -2.3854 -3.0951 3.8165 0.386 -0.011 0.105 0.08
H 0.5801 -1.8156 2.3865 -0.507 0.661 0.437 0.12
H 1.8022 0.1389 3.4066 -0.491 -0.125 0.158 0.10
H 0.5800 2.0125 4.4104 0.042 0.047 0.043 0.10
H -1.9708 2.0470 4.4027 0.654 -0.707 -0.160 0.11
H -3.1538 0.1984 3.4323 -0.056 -0.307 0.001 0.11
H 0.1601 2.2794 -1.0768 0.130 -0.380 -0.196 0.10
H 0.4083 2.8724 -2.7224 -0.024 -0.021 -0.013 0.12
H 2.0927 3.8783 -1.2994 0.281 -0.586 0.048 0.12
H 2.4954 2.2195 -0.6423 0.184 0.519 -0.132 0.12
H 3.1783 3.2700 -3.3170 -0.102 -0.221 0.049 0.10
H 4.2099 1.1312 -3.7775 -0.526 0.307 0.416 0.12
H 3.7589 0.6001 -2.1705 0.113 -0.113 0.589 0.10
H 1.8463 1.2819 -4.4421 -0.284 -0.262 0.635 0.12
H 2.2002 -0.3614 -3.8450 -0.605 0.613 0.532 0.11
```
Forces are in eV/Å.

ΔE to the lowest compared entry with this formula, charge and spin in kcal/mol: 0.00
Multiplicity: 1
Total energy in hartree: -1079.6292
SMILES: N#Cc1nc(NC[C@H](O)c2ccccc2)nc(N2CCNCC2)n1

# 5
ORCA calculation (ωB97M-V/def2-TZVPD) on a structure of composition C16H20AgCl4N4O3Se2.

Structure (XYZ):
```
50
Properties=species:S:1:pos:R:3:forces:R:3:lowdin_charge:R:1
Ag -0.4640 0.3882 -0.0341 -0.342 0.570 0.472 0.78
C 3.2396 -3.4209 1.4231 -0.012 0.033 -0.026 -0.43
Se 2.0869 -2.6958 2.8050 0.006 -0.002 -0.005 0.87
C 3.0405 -1.0033 3.0043 -0.004 -0.085 0.084 -0.59
C 2.2727 -0.0893 3.9469 -0.020 -0.004 -0.056 -0.60
Se 0.6712 0.6970 3.1331 -0.079 -0.021 0.048 0.90
C 1.4760 2.4185 2.7370 -0.087 0.059 -0.054 -0.40
H 3.2167 -2.7744 0.5461 0.022 -0.076 0.072 -0.01
H 2.8512 -4.4000 1.1523 0.006 -0.018 -0.012 0.02
H 4.2588 -3.5235 1.7898 0.009 -0.010 -0.002 0.02
H 3.1403 -0.5519 2.0167 -0.023 0.020 -0.023 0.05
H 4.0324 -1.2429 3.3911 0.040 0.048 0.018 0.06
H 2.9012 0.7364 4.2809 0.037 -0.005 0.003 0.06
H 1.9563 -0.6356 4.8368 0.036 -0.002 0.012 0.04
H 1.6720 2.9643 3.6571 0.021 -0.002 0.008 0.02
H 0.7376 2.9567 2.1458 0.000 -0.038 0.016 0.00
H 2.3927 2.2890 2.1639 0.008 -0.003 -0.010 0.02
Cl -4.2188 6.3650 -0.9220 0.028 -0.028 0.011 0.59
C -3.3689 5.0326 -0.1963 -0.026 -0.002 -0.028 -0.74
C -3.1032 5.0219 1.1563 0.052 -0.073 0.050 -0.73
Cl -3.6004 6.3486 2.1646 0.012 -0.033 -0.033 0.59
C -2.4285 3.9224 1.7214 -0.067 0.087 -0.028 -0.62
Cl -2.0678 3.8884 3.4258 -0.013 0.014 -0.022 0.64
C -2.0244 2.8191 0.9684 -0.011 -0.039 -0.035 -0.44
O -1.4262 1.7933 1.4764 0.241 -0.069 0.043 -0.30
C -2.2818 2.8450 -0.4589 -0.014 0.089 0.032 -0.43
O -1.8696 1.8539 -1.1813 0.098 -0.264 -0.227 -0.24
C -2.9514 3.9470 -0.9873 0.028 -0.028 0.023 -0.62
Cl -3.2468 3.9377 -2.7086 -0.013 0.031 0.046 0.61
N -2.2242 -0.4551 -2.8076 0.097 0.370 0.081 -0.08
N -0.8565 0.0187 -2.8779 -0.026 -0.133 -0.178 -0.08
H -2.7656 -0.0165 -3.5521 -0.013 -0.039 0.021 0.08
H -2.5755 0.0014 -1.9644 0.022 0.076 0.026 0.05
H -0.8631 1.0380 -2.8893 -0.042 -0.042 0.073 0.05
H -0.4431 -0.3376 -3.7314 -0.064 0.003 -0.003 0.07
N -2.1800 -3.3193 -2.6988 0.274 -0.532 0.245 0.18
C -1.0144 -3.9759 -2.4991 -0.345 0.083 -0.060 -0.53
O -0.8260 -5.1566 -2.7377 0.048 -0.104 -0.109 0.04
C 0.0687 -3.0916 -1.9596 0.052 -0.111 -0.126 -0.14
C 1.2625 -2.9315 -2.6447 0.072 -0.065 0.035 0.00
C 2.1884 -2.0202 -2.1660 -0.032 0.026 -0.017 -0.06
C 1.8662 -1.2849 -1.0372 -0.038 -0.026 0.038 -0.17
N 0.7350 -1.4626 -0.3517 0.232 0.043 -0.160 -0.03
C -0.1291 -2.3717 -0.7986 -0.137 0.148 0.021 -0.11
H -2.9550 -3.8441 -3.0660 -0.004 -0.060 -0.006 0.11
H -2.2572 -2.3048 -2.5786 -0.009 0.223 -0.262 0.04
H 1.4498 -3.5102 -3.5410 -0.013 0.007 0.005 0.12
H 3.1274 -1.8492 -2.6745 0.006 -0.012 0.002 0.10
H 2.5339 -0.5190 -0.6594 -0.006 0.014 -0.007 0.11
H -1.0362 -2.4947 -0.2186 -0.011 -0.019 0.004 0.13
```
Forces are in eV/Å.

ΔE to the lowest compared entry with this formula, charge and spin in kcal/mol: 18.50
Multiplicity: 1
Total energy in hartree: -7857.0980
Charge: -1